No. 1
DFT (wB97M-V/def2-TZVPD) results for C60H96F4N2PSbSi4TeTl as an isolated structure at a distorted geometry.

```
170
Properties=species:S:1:pos:R:3:mulliken_charge:R:1
Tl 1.5249 -0.0319 -0.4546 1.986
C -0.2349 1.6701 -3.2796 0.424
C 1.1017 2.2948 -2.9122 -0.923
N 2.2192 1.3460 -2.8277 1.739
C 2.4136 0.6878 -4.1202 -0.104
C 3.5743 -0.2991 -4.1759 -0.873
C 3.3869 2.0864 -2.3462 -1.585
C 4.5426 1.2573 -1.7618 -1.728
N 4.0559 0.0667 -1.1120 1.082
C 4.9051 -0.8295 -0.6653 0.248
C 4.4103 -2.1196 -0.2970 -0.300
F 3.0575 -2.3516 -0.4617 0.298
C 5.1966 -3.1330 0.1826 -0.380
F 4.6433 -4.3340 0.4762 -0.411
C 6.5592 -2.9672 0.3798 -0.792
C 7.0892 -1.7334 0.0320 0.218
F 8.4186 -1.5389 0.2202 -0.368
C 6.3230 -0.7141 -0.4800 0.327
F 6.9624 0.4583 -0.7744 -0.429
H -1.0132 2.4101 -3.1226 -0.314
H -0.4402 0.8247 -2.6242 -0.178
H -0.2783 1.3527 -4.3173 0.339
H 0.9804 2.7360 -1.9184 0.104
H 1.3393 3.1032 -3.6274 0.457
H 2.5415 1.4404 -4.9199 0.240
H 1.4969 0.1275 -4.3236 -0.284
H 4.5219 0.2071 -4.3458 0.354
H 3.4151 -1.0116 -4.9850 0.448
H 3.6313 -0.8411 -3.2374 -0.212
H 3.0178 2.7302 -1.5443 0.526
H 3.7953 2.7323 -3.1404 0.248
H 5.0751 1.9201 -1.0660 0.731
H 5.2578 0.9943 -2.5507 0.683
H 7.1701 -3.7479 0.7923 0.529
C -1.0926 1.3506 4.1689 2.163
C -0.4620 2.3595 5.1097 -1.150
C 1.0580 2.2327 5.0081 -0.628
C 1.5372 0.7745 4.8473 0.427
C 0.4774 -0.1684 5.4194 -1.858
C -0.8429 -0.0734 4.6548 -0.003
P 1.9311 0.3853 3.0221 0.453
C 3.6999 1.0350 2.6872 1.093
C 3.6716 2.1328 1.6193 0.635
C 3.3618 3.5123 2.1752 -0.636
C 4.3862 3.8807 3.2428 -1.100
C 4.3916 2.8417 4.3599 -0.040
C 4.6427 1.4368 3.8232 -1.735
C 2.4149 -1.4511 3.0606 2.604
C 3.2531 -1.9386 4.2550 -0.840
C 2.9239 -3.3876 4.6194 -1.144
C 2.8145 -4.2389 3.3606 -0.667
C 1.6528 -3.7735 2.4678 -0.050
C 1.2044 -2.3506 2.8110 -0.638
H -0.6546 1.4842 3.1793 -1.242
H -2.1545 1.5380 4.0710 -0.653
H -0.8053 2.1899 6.1338 0.313
H -0.7630 3.3692 4.8236 0.548
H 1.5191 2.6807 5.8948 0.333
H 1.3733 2.8004 4.1333 -0.544
H 2.4633 0.6507 5.4211 1.351
H 0.3152 0.1148 6.4631 0.502
H 0.8295 -1.1995 5.4310 0.308
H -1.6526 -0.4092 5.3083 0.703
H -0.8215 -0.7318 3.7884 -0.489
H 4.1521 0.1648 2.1942 -0.420
H 2.9345 1.8777 0.8505 -1.083
H 4.6551 2.1665 1.1447 0.581
H 2.3545 3.5156 2.5927 0.010
H 3.3848 4.2470 1.3671 0.492
H 4.1586 4.8642 3.6600 0.464
H 5.3788 3.9383 2.7874 0.400
H 3.4325 2.8683 4.8675 -0.286
H 5.1666 3.0917 5.0898 0.459
H 4.5923 0.7129 4.6392 0.364
H 5.6617 1.3979 3.4257 0.608
H 3.0243 -1.5476 2.1524 -1.423
H 3.0928 -1.3163 5.1351 0.100
H 4.3132 -1.8685 3.9999 0.414
H 1.9846 -3.4343 5.1739 0.250
H 3.7055 -3.7821 5.2736 0.608
H 2.6818 -5.2877 3.6322 0.522
H 3.7540 -4.1649 2.8134 0.038
H 0.7989 -4.4451 2.5761 0.535
H 1.9630 -3.8183 1.4244 -0.382
H 0.5546 -2.3800 3.6827 0.320
H 0.6264 -1.9441 1.9761 -0.654
C -5.2851 6.1490 0.9874 -1.171
Si -3.6109 5.2289 0.8746 0.552
C -2.6377 6.1540 -0.4898 -1.081
C -2.7296 5.6261 2.5284 -1.106
Si -3.6272 2.9264 0.4633 -0.106
Te -1.3264 2.1885 0.4065 -1.234
Si -4.6695 2.5335 -1.6084 0.232
C -4.3682 0.7705 -2.2983 -0.385
C -6.5706 2.7669 -1.6345 -1.250
C -4.0215 3.6850 -2.9959 -1.230
Si -5.0992 1.9727 2.0461 0.784
C -5.5223 0.1832 1.5003 -0.889
C -4.6765 1.8149 3.9179 -1.274
C -6.7649 2.9192 2.1252 -1.229
H -5.1636 7.2295 1.0317 0.399
H -5.8323 5.8474 1.8753 0.301
H -5.9129 5.9271 0.1287 0.278
H -2.4684 7.2022 -0.2522 0.392
H -3.1691 6.1127 -1.4363 0.267
H -1.6698 5.6892 -0.6448 0.211
H -2.6134 6.6943 2.7004 0.449
H -1.7409 5.1799 2.5489 0.131
H -3.2875 5.2199 3.3687 0.300
H -4.5866 0.0166 -1.5487 0.202
H -3.3315 0.6397 -2.5947 -0.322
H -4.9819 0.5472 -3.1689 0.462
H -7.0705 1.9582 -1.1069 0.313
H -6.9801 2.8024 -2.6427 0.394
H -6.8488 3.6969 -1.1435 0.269
H -2.9352 3.7019 -3.0046 0.230
H -4.3576 4.7064 -2.8373 0.344
H -4.3539 3.3753 -3.9859 0.384
H -4.6632 -0.4680 1.6380 -0.010
H -5.7750 0.1511 0.4437 0.177
H -6.3561 -0.2514 2.0497 0.461
H -4.0501 0.9499 4.1154 0.180
H -5.5605 1.7144 4.5492 0.471
H -4.1411 2.6971 4.2612 0.298
H -7.1148 3.2120 1.1410 0.266
H -6.6606 3.8298 2.7105 0.301
H -7.5530 2.3254 2.5855 0.407
C -0.7572 -1.4572 -6.0586 -1.666
C -2.0203 -1.8045 -5.3291 0.923
C -3.2291 -1.6501 -5.9976 -0.670
C -4.4312 -1.9126 -5.3706 -0.701
C -4.4335 -2.3672 -4.0640 -0.854
C -3.2330 -2.5500 -3.4030 -0.360
C -2.0215 -2.2724 -4.0179 0.792
Sb -0.2012 -2.3421 -2.8077 0.284
C -0.9842 -3.6830 -1.2953 1.143
C -0.6816 -5.0329 -1.3438 -0.780
C -1.1267 -5.8960 -0.3566 -0.910
C -1.8884 -5.4015 0.6859 -0.867
C -2.1732 -4.0492 0.7481 -0.388
C -1.7157 -3.1688 -0.2246 0.353
C -1.9905 -1.7041 -0.0982 0.004
C 0.9584 -3.8481 -3.8958 -0.053
C 2.3235 -3.7338 -3.6645 -1.440
C 3.2405 -4.5349 -4.3190 -0.765
C 2.7925 -5.4750 -5.2291 -0.787
C 1.4355 -5.6149 -5.4471 -0.706
C 0.5047 -4.8156 -4.7908 1.462
C -0.9486 -5.0549 -5.0699 -1.461
H -0.8099 -1.7795 -7.0985 0.479
H 0.1085 -1.9197 -5.5910 0.058
H -0.6089 -0.3774 -6.0663 0.324
H -3.2234 -1.3029 -7.0241 0.433
H -5.3601 -1.7662 -5.9026 0.384
H -5.3654 -2.5794 -3.5589 0.416
H -3.2380 -2.9281 -2.3895 0.373
H -0.0768 -5.4134 -2.1569 0.461
H -0.8783 -6.9469 -0.4032 0.411
H -2.2524 -6.0665 1.4562 0.381
H -2.7594 -3.6644 1.5707 0.460
H -2.7008 -1.5075 0.7014 -0.135
H -2.3918 -1.2889 -1.0216 -0.349
H -1.0693 -1.1618 0.1309 -0.360
H 2.6748 -3.0103 -2.9437 0.711
H 4.2975 -4.4198 -4.1255 0.502
H 3.4967 -6.1022 -5.7574 0.372
H 1.0778 -6.3663 -6.1396 0.431
H -1.0919 -6.0778 -5.4154 0.528
H -1.3077 -4.3818 -5.8482 0.252
H -1.5557 -4.8923 -4.1818 0.113
```

Computed properties:
energy relative to the best compared isomer or geometry (same formula, charge and spin): 16.1 kcal/mol
frontier orbital gap: 0.2324 hartree
HOMO energy: -4.13 eV
charge: -1



No. 2
DFT (wB97M-V/def2-TZVPD) results for C2H4BrCl3Si in the gas phase at a distorted geometry.

```
11
Properties=species:S:1:pos:R:3:nbo_charge:R:1
C 0.8036 0.0297 -1.2864 -0.678
C 0.4890 -0.3428 0.2101 -0.469
Si -1.1658 0.3193 0.8641 1.319
Cl -2.9351 -0.3093 -0.1161 -0.330
Cl -1.3675 0.0739 2.8586 -0.333
Cl 0.4244 -2.2220 0.4244 -0.070
Br 2.0173 0.3404 1.4154 0.031
H -0.1397 0.3497 -1.7832 0.223
H 1.4825 0.8432 -1.4512 0.244
H 1.0467 -0.7497 -1.9448 0.245
H -0.6556 1.6675 0.8090 -0.181
```

Computed properties:
energy relative to the best compared isomer or geometry (same formula, charge and spin): 48.4 kcal/mol
frontier orbital gap: 0.3840 hartree
HOMO energy: -10.55 eV
SMILES: C[C@@](Cl)(Br)[SiH](Cl)Cl



No. 3
DFT (wB97M-V/def2-TZVPD) results for a 5-piece molecular cluster, H12NO4 overall at a distorted geometry.

```
17
Properties=species:S:1:pos:R:3:nbo_charge:R:1
N -0.1133 -0.7124 -0.9185 -0.927
H 0.3236 -1.6329 -1.2699 0.454
H -0.6822 -0.1195 -1.6987 0.474
H -0.8838 -1.0104 -0.1336 0.504
H 0.6107 -0.0941 -0.5830 0.459
H -1.0949 0.2902 1.9071 0.476
H -0.5564 -0.7818 2.7848 0.495
O -0.9719 -0.6013 1.9569 -0.956
H 2.4099 1.3255 1.5968 0.493
H 1.1422 2.1347 2.3171 0.484
O 1.3230 1.5671 1.5756 -0.976
H 2.2165 1.8971 -1.7912 0.475
H 3.1051 0.8378 -1.5066 0.480
O 2.1872 1.0097 -1.7098 -0.948
H -2.8266 -1.5942 -0.1254 0.496
H -3.3357 -1.4529 -1.5510 0.513
O -2.4928 -1.3271 -1.0122 -0.997
```

Computed properties:
energy relative to the best compared isomer or geometry (same formula, charge and spin): 52.2 kcal/mol
frontier orbital gap: 0.4338 hartree
HOMO energy: -14.97 eV
charge: +1



No. 4
DFT (wB97M-V/def2-TZVPD) results for C20H21N3O4 in the gas phase at a distorted geometry.

```
48
Properties=species:S:1:pos:R:3:nbo_charge:R:1
C -9.9681 -2.1884 0.0649 -0.253
H -11.0516 -2.2948 0.0802 0.202
O -9.7227 -0.8019 0.0562 -0.487
C -8.4382 -0.3651 0.0368 0.308
C -7.3123 -1.1879 0.0245 -0.265
C -6.0506 -0.6312 0.0049 -0.152
C -5.8748 0.7533 -0.0031 -0.144
C -7.0081 1.5717 0.0094 -0.156
C -8.2686 1.0227 0.0290 -0.263
H -9.1498 1.6445 0.0387 0.226
H -6.8934 2.6462 0.0035 0.210
C -4.5538 1.3344 -0.0242 0.060
N -3.5087 0.6108 -0.0354 -0.212
N -2.3001 1.1988 -0.0567 -0.443
C -1.1480 0.4710 -0.0700 0.665
O -1.0985 -0.7351 -0.0614 -0.587
C 0.0990 1.3463 -0.1008 -0.317
N 1.2556 0.4940 -0.1061 -0.607
C 2.5181 0.9905 -0.0575 0.636
O 2.7273 2.1913 -0.0249 -0.639
C 3.5696 -0.0412 -0.0543 -0.301
C 4.8607 0.3098 -0.0176 -0.109
C 6.0129 -0.5681 -0.0093 -0.173
C 5.9044 -1.9572 -0.0525 -0.145
C 7.0204 -2.7704 -0.0440 -0.246
C 8.2801 -2.2005 0.0086 -0.179
C 8.4240 -0.8244 0.0521 -0.321
C 7.3065 0.0022 0.0438 0.411
O 7.3677 1.3583 0.0846 -0.508
C 8.6238 1.9869 0.1382 -0.252
H 8.4140 3.0552 0.1628 0.204
H 9.2280 1.7584 -0.7459 0.177
H 9.1772 1.7074 1.0407 0.177
H 9.4169 -0.4047 0.0925 0.217
H 9.1608 -2.8254 0.0159 0.214
H 6.9102 -3.8436 -0.0782 0.214
H 4.9245 -2.4055 -0.0943 0.208
H 5.0790 1.3694 0.0102 0.245
H 3.2386 -1.0685 -0.0826 0.193
H 1.0521 -0.4968 -0.1097 0.423
H 0.1225 2.0092 0.7743 0.225
H 0.0905 1.9824 -0.9964 0.221
H -2.2444 2.2215 -0.0637 0.368
H -4.4917 2.4323 -0.0307 0.150
H -5.1735 -1.2582 -0.0047 0.236
H -7.4121 -2.2618 0.0301 0.215
H -9.5454 -2.6654 0.9545 0.178
H -9.5700 -2.6722 -0.8325 0.178
```

Computed properties:
energy relative to the best compared isomer or geometry (same formula, charge and spin): 78.4 kcal/mol
frontier orbital gap: 0.3109 hartree
HOMO energy: -8.15 eV
SMILES: COc1ccc(/C=N/NC(=O)CNC(=O)/C=C/c2ccccc2OC)cc1



No. 5
DFT (wB97M-V/def2-TZVPD) results for a 2-piece molecular cluster, C3H3NO2 overall at a distorted geometry.

```
9
Properties=species:S:1:pos:R:3:nbo_charge:R:1
C 0.6386 -0.0270 0.2367 -0.235
C 0.3862 -1.2507 0.2755 0.064
C -0.7372 -0.5198 -0.2664 -0.403
N 1.0518 -2.9713 1.1161 0.582
O 2.1946 -3.0600 1.2729 -0.301
O 0.1691 -3.6212 1.5688 -0.334
H 1.1995 0.8214 0.5031 0.240
H -1.6778 -0.4256 0.2149 0.202
H -0.7159 -0.6829 -1.3281 0.184
```

Computed properties:
energy relative to the best compared isomer or geometry (same formula, charge and spin): 192.1 kcal/mol
frontier orbital gap: 0.3469 hartree
HOMO energy: -9.89 eV



No. 6
DFT (wB97M-V/def2-TZVPD) results for a 2-piece molecular cluster, C22H18Br2O overall at a distorted geometry.

```
43
Properties=species:S:1:pos:R:3:nbo_charge:R:1
Br 7.4512 -1.9145 -0.8992 0.086
C 5.6637 -1.3485 -0.6083 -0.048
C 5.1148 -1.3150 0.6902 -0.250
C 3.7737 -0.9566 0.8575 -0.131
C 2.9749 -0.5895 -0.2466 -0.074
C 1.6615 0.0195 -0.1101 0.146
C 0.9364 0.3860 -1.2746 -0.314
C -0.3607 0.8322 -1.1760 -0.053
C -1.0881 1.3485 -2.2896 -0.037
C -2.3326 2.0073 -2.0991 -0.162
C -3.0847 2.4360 -3.1895 -0.242
C -2.6055 2.2343 -4.4975 -0.068
Br -3.6021 2.8061 -6.0006 0.084
C -1.3557 1.6281 -4.7071 -0.242
C -0.5964 1.2163 -3.6210 -0.166
C 3.5137 -0.8126 -1.5432 -0.145
C 4.8519 -1.1486 -1.7344 -0.255
H 5.7539 -1.5648 1.5383 0.239
H 3.3257 -0.9431 1.8567 0.239
H 1.4166 0.5273 0.8496 0.280
H 1.4523 0.3522 -2.2487 0.206
H -0.8251 0.8772 -0.1786 0.240
H -2.6965 2.1133 -1.0803 0.226
H -4.0453 2.9071 -3.0402 0.234
H -0.9861 1.4663 -5.7116 0.232
H 0.3548 0.7145 -3.8001 0.209
H 2.8894 -0.6829 -2.4237 0.211
H 5.2428 -1.2579 -2.7418 0.236
C -3.9962 -0.4667 4.5749 -0.622
C -2.7587 -0.6288 3.7156 -0.092
C -2.8330 -1.4756 2.5904 -0.208
C -1.7344 -1.6430 1.7776 -0.286
C -0.5145 -0.9100 1.9987 0.351
O 0.3705 -0.9340 1.0694 -0.738
C -0.4167 -0.2021 3.2626 -0.336
C -1.5210 -0.0595 4.0880 -0.194
H -3.8179 0.1646 5.4652 0.208
H -4.8736 -0.0279 4.0443 0.208
H -4.3022 -1.4778 4.9274 0.208
H -3.7518 -2.0527 2.4047 0.205
H -1.7435 -2.2895 0.9035 0.208
H 0.5476 0.2195 3.5411 0.198
H -1.4532 0.4453 5.0660 0.205
```

Computed properties:
energy relative to the best compared isomer or geometry (same formula, charge and spin): 39.9 kcal/mol
frontier orbital gap: 0.1787 hartree
HOMO energy: -6.69 eV



The lowest HOMO energy belongs to which entry? H12NO4



Look up the HOMO energy of the first one. -4.13 eV



The lowest HOMO energy belongs to which entry? H12NO4